# 1
{
  "formula": "C4H25N2O9",
  "method": "ωB97M-V with the def2-TZVPD basis set",
  "symbols": ["N", "C", "C", "C", "O", "C", "N", "O", "H", "H", "H", "H", "H", "H", "H", "H", "H", "H", "H", "H", "H", "O", "H", "H", "O", "H", "H", "O", "H", "H", "O", "H", "H", "O", "H", "H", "O", "H", "H", "O"],
  "positions_angstrom": [[-0.94, 1.78, 0.57], [-1.09, 0.30, 0.67], [-2.62, -0.09, 0.71], [-3.05, -0.73, -0.58], [-3.29, 1.13, 0.97], [-0.41, -0.22, 1.95], [0.03, -1.44, 2.03], [-0.26, 0.60, 2.89], [-1.52, 2.11, -0.25], [0.04, 2.04, 0.38], [-1.31, 2.25, 1.40], [-0.61, -0.13, -0.20], [-2.79, -0.71, 1.58], [-4.12, -0.92, -0.56], [-2.58, -1.70, -0.76], [-2.85, -0.09, -1.44], [-4.15, 1.15, 0.55], [-0.16, -2.16, 1.29], [0.28, -1.81, 2.94], [0.05, -2.52, -0.98], [-0.42, -3.87, -0.34], [-0.43, -2.91, -0.22], [4.27, -2.25, -1.41], [3.70, -1.06, -0.58], [3.62, -1.54, -1.42], [2.95, -0.70, 1.61], [4.33, -0.02, 1.61], [3.57, -0.22, 1.05], [1.22, 1.38, -1.62], [0.74, 0.09, -2.36], [0.68, 1.06, -2.37], [1.99, -1.70, -1.88], [1.04, -2.04, -3.07], [1.04, -1.70, -2.17], [2.52, 2.72, -0.10], [2.57, 1.20, 0.32], [1.97, 1.93, 0.01], [-2.13, 2.68, -2.61], [-0.80, 1.93, -2.22], [-1.60, 2.38, -1.86]],
  "spin_multiplicity": 2,
  "e_tot_ev": -25945.72967,
  "charge": 2
}


# 2
{
  "formula": "C4H25NO11",
  "method": "ωB97M-V with the def2-TZVPD basis set",
  "symbols": ["C", "C", "C", "O", "N", "C", "O", "O", "H", "H", "H", "H", "H", "H", "H", "H", "H", "O", "H", "H", "O", "H", "H", "O", "H", "H", "O", "H", "H", "O", "H", "H", "O", "H", "H", "O", "H", "H", "O", "H", "H"],
  "positions_angstrom": [[-1.71, 0.27, 2.85], [-1.56, 0.59, 1.32], [-0.57, 1.71, 1.18], [-0.81, 2.01, -0.30], [-0.82, -0.56, 0.72], [-1.22, -1.23, -0.39], [-2.14, -1.02, -1.11], [-0.47, -2.36, -0.52], [-0.67, 0.22, 3.44], [-2.17, 1.03, 3.45], [-2.36, -0.67, 3.06], [-2.67, 0.73, 0.75], [0.45, 1.34, 1.29], [-0.74, 2.61, 1.76], [-0.73, 2.95, -0.70], [0.09, -0.70, 1.04], [-0.06, -2.68, -1.31], [0.16, -3.06, 3.23], [0.79, -2.94, 3.98], [0.20, -4.07, 3.07], [-1.15, 4.65, -0.07], [-0.95, 4.84, 0.84], [-2.01, 4.59, -0.04], [3.05, -2.32, -2.80], [2.30, -2.98, -2.87], [2.99, -1.77, -3.49], [1.08, 2.96, 2.48], [1.49, 3.72, 2.06], [1.78, 2.72, 3.13], [0.87, -1.31, -2.86], [0.73, -0.84, -3.67], [0.85, -0.57, -2.17], [-1.67, -1.22, -3.73], [-1.32, -2.19, -3.72], [-2.34, -1.01, -3.09], [3.08, 1.38, 0.91], [2.69, 0.51, 0.82], [2.75, 1.81, 0.15], [1.82, -0.82, -0.37], [2.66, -0.36, -0.53], [1.75, -1.51, -1.08]],
  "spin_multiplicity": 1,
  "smiles": "C[C@@H](CO)NC(=O)O.O.O.O.O.O.O.O.O",
  "e_tot_ev": -28562.84882
}


# 3
{
  "formula": "C4H25NO8",
  "method": "ωB97M-V with the def2-TZVPD basis set",
  "symbols": ["C", "O", "C", "C", "C", "N", "H", "H", "H", "H", "H", "H", "H", "H", "H", "H", "H", "O", "H", "H", "O", "H", "H", "O", "H", "H", "O", "H", "H", "O", "H", "H", "O", "H", "H", "O", "H", "H"],
  "positions_angstrom": [[2.02, 1.61, 1.43], [0.86, 1.98, 2.08], [-0.35, 1.92, 1.34], [-1.52, 1.80, 2.32], [-2.87, 1.81, 1.56], [-1.52, 2.91, 3.27], [2.35, 2.35, 0.68], [2.03, 0.61, 0.97], [2.83, 1.51, 2.15], [-0.47, 2.78, 0.69], [-0.47, 1.04, 0.69], [-1.37, 0.89, 2.92], [-3.01, 0.96, 0.89], [-2.87, 2.71, 0.95], [-3.72, 1.75, 2.24], [-0.55, 2.86, 3.59], [-2.11, 2.62, 4.04], [1.15, -4.03, 0.20], [0.58, -3.59, -0.44], [1.26, -3.38, 0.90], [1.11, 0.24, -3.80], [0.76, 0.68, -4.58], [0.90, -0.70, -3.94], [-3.22, -1.26, -1.21], [-2.83, -0.51, -1.67], [-3.17, -1.99, -1.83], [0.25, -1.57, -1.21], [-0.12, -1.00, -0.53], [1.13, -1.21, -1.37], [2.86, -2.88, -2.98], [3.36, -2.06, -2.81], [3.03, -3.43, -2.20], [3.47, -0.22, -2.21], [4.14, 0.47, -2.26], [2.68, 0.16, -2.63], [-1.97, -1.76, 1.17], [-2.67, -1.36, 0.61], [-1.99, -2.70, 0.96]],
  "spin_multiplicity": 1,
  "smiles": "COC[C@H](C)N.O.O.O.O.O.O.O",
  "e_tot_ev": -22423.48151
}


# 4
{
  "formula": "C4H26N2O8",
  "method": "ωB97M-V with the def2-TZVPD basis set",
  "symbols": ["O", "C", "C", "C", "C", "N", "N", "H", "H", "H", "H", "H", "H", "H", "H", "H", "H", "H", "H", "H", "H", "O", "H", "H", "O", "H", "H", "O", "H", "H", "O", "H", "H", "O", "H", "H", "O", "H", "H", "O"],
  "positions_angstrom": [[1.50, 3.71, -0.93], [1.49, 2.65, -0.35], [1.24, 1.36, -1.11], [0.45, 0.39, -0.21], [1.28, -0.72, 0.40], [0.44, -1.93, 0.60], [0.54, 1.69, -2.37], [1.82, 2.67, 0.70], [2.23, 0.95, -1.29], [-0.31, -0.08, -0.86], [-0.23, 0.82, 0.53], [1.75, -0.52, 1.37], [2.16, -1.08, -0.14], [0.12, -2.45, -0.22], [-0.40, -1.79, 1.20], [0.90, -2.70, 1.11], [1.11, 1.97, -3.18], [-0.14, 2.46, -2.24], [-0.02, 0.91, -2.70], [-1.87, -3.16, 2.61], [-1.82, -4.28, 1.61], [-1.27, -3.56, 1.96], [-2.27, -1.26, -3.26], [-1.01, -1.68, -3.88], [-1.39, -0.90, -3.45], [-2.23, -0.15, 1.69], [-1.37, -0.30, 3.00], [-1.36, -0.40, 2.04], [-2.08, 4.32, 0.10], [-1.39, 3.62, 1.23], [-1.93, 3.43, 0.44], [-2.96, 2.06, 0.86], [-4.29, 1.18, 1.08], [-3.34, 1.17, 1.02], [4.20, 1.11, 2.68], [3.70, 2.55, 2.47], [3.44, 1.63, 2.38], [1.90, -4.47, -1.72], [0.44, -5.01, -1.66], [0.99, -4.22, -1.52]],
  "spin_multiplicity": 1,
  "e_tot_ev": -23915.85899,
  "charge": 2
}


# 5
{
  "formula": "C4H26NO11",
  "method": "ωB97M-V with the def2-TZVPD basis set",
  "symbols": ["C", "N", "C", "C", "C", "O", "O", "H", "H", "H", "H", "H", "H", "H", "H", "H", "H", "O", "H", "H", "O", "H", "H", "O", "H", "H", "O", "H", "H", "O", "H", "H", "O", "H", "H", "O", "H", "H", "O", "H", "H", "O"],
  "positions_angstrom": [[-0.49, 0.26, -0.90], [-0.08, 0.87, 0.32], [-1.02, 0.31, 2.50], [-0.01, -0.16, 1.48], [-0.08, -1.58, 0.89], [1.01, -2.11, 0.62], [-1.24, -2.01, 0.68], [-0.72, 0.93, -1.73], [-1.32, -0.41, -0.68], [0.20, -0.36, -1.54], [0.84, 1.28, 0.24], [-1.27, 1.33, 2.27], [-1.89, -0.26, 2.77], [-0.46, 0.43, 3.47], [1.06, -0.11, 1.80], [2.48, 0.10, -1.79], [2.26, -0.92, -0.78], [2.83, -0.15, -0.91], [-2.84, -0.80, -2.33], [-3.69, 0.31, -1.79], [-3.63, -0.28, -2.56], [2.89, 1.97, -2.56], [1.42, 2.04, -2.40], [2.07, 1.76, -3.06], [-2.78, -1.26, 1.13], [-3.92, -1.83, 0.39], [-3.73, -1.10, 1.00], [-4.10, 0.47, 0.28], [-3.29, 1.81, 0.22], [-4.08, 1.36, -0.08], [-0.37, -3.57, -1.64], [-1.52, -3.05, -0.93], [-1.33, -3.58, -1.74], [4.06, -0.52, 0.40], [3.42, -1.57, 1.34], [4.13, -0.92, 1.26], [1.64, 2.85, 0.04], [2.91, 2.20, -0.43], [2.30, 2.92, -0.66], [3.43, 0.64, 1.97], [2.00, 1.23, 1.67], [2.93, 1.47, 1.76]],
  "spin_multiplicity": 1,
  "e_tot_ev": -28585.47298,
  "charge": -1
}


# 6
{
  "formula": "C4H26O9",
  "method": "ωB97M-V with the def2-TZVPD basis set",
  "symbols": ["C", "C", "O", "H", "H", "H", "H", "H", "H", "C", "C", "O", "H", "H", "H", "H", "H", "H", "O", "H", "H", "O", "H", "H", "O", "H", "H", "O", "H", "H", "O", "H", "H", "O", "H", "H", "O", "H", "H"],
  "positions_angstrom": [[8.69, -12.75, 17.58], [8.17, -14.13, 17.18], [7.03, -14.00, 16.32], [8.83, -12.10, 16.73], [9.69, -12.79, 18.00], [8.00, -12.26, 18.27], [8.11, -14.92, 17.93], [8.96, -14.59, 16.58], [7.23, -13.27, 15.74], [7.26, -15.22, 11.97], [6.27, -14.68, 11.03], [5.87, -13.32, 11.29], [8.17, -14.62, 11.93], [7.52, -16.27, 11.85], [6.86, -15.14, 12.98], [5.40, -15.34, 11.11], [6.73, -14.65, 10.04], [5.74, -12.96, 10.41], [4.77, -13.03, 13.75], [5.22, -13.09, 12.90], [4.90, -13.89, 14.15], [8.08, -11.81, 12.05], [8.49, -11.89, 11.19], [7.35, -12.43, 12.02], [4.33, -10.99, 15.47], [3.44, -10.68, 15.30], [4.42, -11.76, 14.92], [4.42, -17.33, 13.32], [4.60, -16.66, 13.98], [3.92, -18.00, 13.79], [7.58, -11.96, 14.60], [6.83, -11.40, 14.42], [8.14, -11.87, 13.83], [2.14, -12.70, 13.84], [3.08, -12.84, 13.71], [1.72, -13.18, 13.13], [4.97, -15.26, 15.15], [5.68, -14.72, 15.49], [4.22, -15.04, 15.70]],
  "spin_multiplicity": 1,
  "smiles": "CCO.CCO.O.O.O.O.O.O.O",
  "e_tot_ev": -22997.48908
}


# 7
{
  "formula": "C4H27NO13",
  "method": "ωB97M-V with the def2-TZVPD basis set",
  "symbols": ["C", "N", "C", "O", "C", "C", "O", "O", "H", "H", "H", "H", "H", "H", "H", "O", "H", "H", "O", "H", "H", "O", "H", "H", "O", "H", "H", "O", "H", "H", "O", "H", "H", "O", "H", "H", "O", "H", "H", "O", "H", "H", "O", "H", "H"],
  "positions_angstrom": [[2.42, -1.35, -0.68], [0.97, -1.37, -0.81], [0.31, -0.42, -1.50], [-0.92, -0.35, -1.33], [0.11, -2.37, -0.20], [-0.52, -1.67, 0.98], [-0.15, -0.75, 1.65], [-1.76, -2.19, 1.19], [2.82, -2.38, -0.49], [2.98, -0.92, -1.50], [2.71, -0.89, 0.27], [0.82, 0.09, -2.33], [-0.72, -2.60, -0.87], [0.67, -3.26, 0.12], [-2.43, -1.60, 1.55], [-1.78, 3.03, 1.17], [-1.17, 3.16, 1.92], [-1.34, 2.87, 0.33], [3.99, -3.33, 0.66], [4.75, -2.76, 0.56], [3.77, -3.38, 1.59], [-2.73, 0.78, 1.70], [-3.02, 1.72, 1.67], [-2.06, 0.75, 1.01], [-1.12, 0.80, 3.89], [-1.72, 1.05, 3.14], [-0.91, -0.13, 3.78], [0.43, 2.65, 2.75], [0.36, 3.10, 3.59], [0.09, 1.76, 2.96], [1.63, 2.54, -0.20], [0.66, 2.54, -0.34], [1.66, 1.71, 0.31], [-0.95, 2.48, -1.70], [-1.88, 2.73, -1.81], [-1.02, 1.53, -1.63], [1.57, -2.66, -4.30], [0.60, -2.69, -4.29], [1.70, -2.63, -3.34], [3.16, 1.29, -2.10], [2.41, 1.73, -1.65], [3.23, 1.79, -2.92], [-4.47, 0.79, -1.50], [-3.83, 0.22, -1.07], [-5.37, 0.60, -1.26]],
  "spin_multiplicity": 1,
  "smiles": "CN(C=O)CC(=O)O.O.O.O.O.O.O.O.O.O.O",
  "e_tot_ev": -32694.24166
}


# 8
{
  "formula": "C4H28BO22",
  "method": "ωB97M-V with the def2-TZVPD basis set",
  "symbols": ["O", "C", "O", "B", "O", "C", "O", "O", "C", "O", "C", "O", "O", "O", "H", "H", "O", "H", "H", "O", "H", "H", "O", "H", "H", "O", "H", "H", "O", "H", "H", "O", "H", "H", "O", "H", "H", "O", "H", "H", "O", "H", "H", "O", "H", "H", "O", "H", "H", "O", "H", "H", "O", "H", "H"],
  "positions_angstrom": [[2.61, -2.15, 3.21], [1.63, -1.79, 2.55], [1.55, -1.22, 1.36], [0.15, -0.83, 1.09], [-0.63, -1.47, 2.15], [0.17, -2.13, 2.89], [-0.24, -2.79, 3.86], [-0.41, -1.23, -0.22], [-0.66, -0.18, -0.96], [-0.89, -0.11, -2.21], [-0.40, 1.05, -0.01], [0.04, 0.65, 1.12], [-0.57, 2.25, -0.38], [0.64, 3.99, 1.62], [1.44, 3.57, 1.30], [0.48, 4.70, 0.99], [-2.16, -1.70, 5.47], [-1.60, -2.01, 4.76], [-1.82, -2.14, 6.25], [0.64, 0.39, -4.50], [0.03, 0.33, -3.77], [1.42, 0.80, -4.13], [-0.60, 2.64, 3.58], [-1.40, 2.57, 3.07], [0.07, 2.89, 2.95], [-2.37, 1.19, -4.43], [-2.39, 1.67, -5.26], [-1.60, 1.51, -3.98], [0.34, 4.15, -2.16], [0.10, 3.71, -1.34], [-0.49, 4.47, -2.51], [4.19, -1.49, -0.95], [4.57, -1.19, -0.12], [3.33, -1.08, -0.97], [-3.52, -0.96, -1.53], [-2.80, -0.89, -2.16], [-3.86, -0.07, -1.46], [4.17, -1.92, 5.64], [3.53, -2.22, 5.00], [4.97, -1.78, 5.13], [-2.69, -3.34, -0.31], [-3.06, -2.51, -0.63], [-2.10, -3.08, 0.39], [-2.09, 4.52, 0.41], [-2.90, 4.02, 0.41], [-1.40, 3.85, 0.42], [-0.75, -2.53, -4.10], [-0.36, -3.20, -4.66], [-0.35, -1.71, -4.39], [2.72, 1.06, -1.25], [2.23, 1.62, -0.65], [3.64, 1.19, -1.00], [0.11, -3.97, -1.81], [-0.65, -3.82, -1.24], [0.04, -3.30, -2.49]],
  "spin_multiplicity": 2,
  "e_tot_ev": -50324.27382
}


# 9
{
  "formula": "C4H28N2O10",
  "method": "ωB97M-V with the def2-TZVPD basis set",
  "symbols": ["N", "C", "C", "C", "C", "N", "O", "H", "H", "H", "H", "H", "H", "H", "H", "H", "H", "O", "H", "H", "O", "H", "H", "O", "H", "H", "O", "H", "H", "O", "H", "H", "O", "H", "H", "O", "H", "H", "O", "H", "H", "O", "H", "H"],
  "positions_angstrom": [[1.34, -0.90, -2.34], [1.48, -0.26, -1.06], [2.79, 0.62, -0.89], [2.73, 1.65, 0.28], [1.78, 1.24, 1.35], [1.02, 2.22, 1.90], [1.58, 0.07, 1.71], [1.90, -1.71, -2.32], [1.40, -0.13, -3.03], [1.34, -0.82, -0.09], [0.48, 0.20, -0.65], [2.70, 1.17, -1.79], [3.66, 0.06, -0.77], [2.53, 2.67, -0.06], [3.70, 1.60, 0.72], [0.24, 1.87, 2.47], [1.16, 3.20, 1.62], [-2.71, 0.51, -1.23], [-3.24, -0.20, -0.83], [-1.76, 0.44, -1.19], [-1.71, 2.20, -3.01], [-2.21, 1.38, -3.00], [-1.60, 2.54, -3.91], [-1.27, 0.93, 1.07], [-2.17, 0.67, 0.93], [-0.99, 0.08, 1.47], [2.69, -2.49, 0.85], [2.02, -1.92, 1.14], [3.56, -2.18, 0.69], [-0.21, -1.55, 2.57], [0.66, -1.21, 2.80], [-0.09, -2.50, 2.84], [-3.60, -2.26, -0.49], [-3.89, -2.60, -1.37], [-2.65, -2.38, -0.69], [-0.19, -3.60, -2.00], [0.58, -3.97, -1.60], [-0.09, -2.68, -2.12], [-0.19, 3.18, -0.59], [-0.70, 3.39, -1.37], [-0.15, 2.31, -0.25], [-3.12, -0.26, 2.42], [-3.97, -0.76, 2.35], [-2.46, -0.97, 2.52]],
  "spin_multiplicity": 1,
  "smiles": "NCCCC(N)=O.O.O.O.O.O.O.O.O.O",
  "e_tot_ev": -28056.71488
}


# 10
{
  "formula": "C4H28NO14",
  "method": "ωB97M-V with the def2-TZVPD basis set",
  "symbols": ["O", "C", "O", "C", "C", "C", "O", "N", "H", "H", "H", "H", "H", "H", "H", "H", "O", "H", "H", "O", "H", "H", "O", "H", "H", "O", "H", "H", "O", "H", "H", "O", "H", "H", "O", "H", "H", "O", "H", "H", "O", "H", "H", "O", "H", "H", "O"],
  "positions_angstrom": [[1.03, -1.48, -1.74], [0.86, -0.50, -0.97], [0.93, -0.56, 0.29], [0.00, 0.73, -1.51], [0.88, 1.91, -1.87], [0.76, 3.01, -0.87], [0.97, 4.16, -1.21], [-0.95, 0.44, -2.63], [-0.56, 1.02, -0.58], [0.62, 2.26, -2.91], [1.93, 1.72, -2.24], [0.32, 2.96, 0.17], [-1.84, 0.04, -2.36], [-0.48, -0.18, -3.28], [-2.83, 1.43, -1.06], [-2.68, 1.37, -2.57], [-3.34, 1.55, -1.86], [2.80, -0.14, -2.59], [2.54, -1.27, -3.44], [3.16, -0.51, -3.42], [0.21, 0.37, 2.97], [0.28, -0.64, 1.75], [-0.20, -0.40, 2.57], [-2.49, -2.85, -0.59], [-0.99, -3.39, -0.51], [-1.91, -3.55, -0.26], [2.91, 0.87, 3.53], [2.57, 0.55, 2.04], [2.27, 1.01, 2.84], [-4.28, 0.38, 0.72], [-3.25, 0.72, 1.66], [-4.20, 0.91, 1.52], [2.33, -2.76, -0.52], [1.76, -1.98, 0.79], [2.45, -2.59, 0.42], [-1.25, -3.45, 1.87], [-1.24, -2.38, 2.97], [-1.56, -3.27, 2.79], [-0.15, 3.16, 2.01], [-1.59, 2.96, 1.79], [-0.74, 2.46, 1.71], [-2.45, -1.58, 1.27], [-1.66, -0.21, 1.52], [-2.22, -0.72, 0.87], [3.42, -1.20, 0.56], [3.77, 0.08, -0.18], [4.10, -0.48, 0.55]],
  "spin_multiplicity": 1,
  "e_tot_ev": -34759.86385,
  "charge": -1
}


# 11
{
  "formula": "C4H28O11V",
  "method": "ωB97M-V with the def2-TZVPD basis set",
  "symbols": ["V", "C", "C", "O", "H", "H", "H", "H", "H", "C", "C", "O", "H", "H", "H", "H", "H", "O", "H", "H", "O", "H", "H", "O", "H", "H", "O", "H", "H", "O", "H", "H", "O", "H", "H", "O", "H", "H", "O", "H", "H", "O", "H", "H"],
  "positions_angstrom": [[-17.70, 26.59, -6.98], [-16.30, 23.19, -7.49], [-17.44, 23.75, -8.33], [-18.32, 24.61, -7.68], [-15.86, 23.95, -6.85], [-15.52, 22.81, -8.16], [-16.63, 22.45, -6.75], [-18.03, 22.89, -8.66], [-16.99, 24.20, -9.23], [-15.30, 26.64, -3.88], [-16.41, 25.64, -4.26], [-17.59, 26.09, -4.86], [-15.72, 27.48, -3.32], [-14.81, 27.10, -4.75], [-14.60, 26.17, -3.19], [-16.73, 25.07, -3.38], [-15.97, 24.90, -4.95], [-19.42, 22.12, -6.14], [-19.15, 22.95, -6.56], [-19.03, 21.42, -6.69], [-14.57, 22.05, -10.74], [-13.70, 22.44, -10.61], [-15.14, 22.79, -10.98], [-15.23, 19.42, -7.75], [-14.34, 19.66, -7.45], [-15.80, 20.08, -7.34], [-16.31, 24.29, -12.02], [-16.62, 24.85, -12.74], [-17.10, 23.87, -11.67], [-15.70, 26.66, -7.74], [-15.43, 27.39, -8.30], [-15.07, 25.94, -7.95], [-13.62, 24.81, -7.59], [-13.67, 24.35, -6.75], [-12.96, 25.49, -7.47], [-18.24, 20.09, -7.65], [-17.71, 20.18, -8.45], [-18.16, 19.17, -7.40], [-20.89, 24.90, -9.02], [-20.81, 23.94, -9.05], [-20.15, 25.18, -8.47], [-16.80, 21.39, -4.21], [-17.16, 21.85, -3.46], [-17.52, 21.36, -4.85]],
  "spin_multiplicity": 4,
  "e_tot_ev": -52810.88305
}